{"formula": "C5H9F2N", "method": "the ωB97M-V functional and the def2-TZVPD basis", "e_homo_ev": -8.6039, "relative_energy_ev": 4.744, "smiles": "C[C@H](F)[C@]1(N)C[C@H]1F", "charge": 0, "max_force_ha_per_bohr": 0.1746, "elements": ["C", "C", "F", "C", "N", "C", "C", "F", "H", "H", "H", "H", "H", "H", "H", "H", "H"], "xyz": [[1.7711, 1.0564, -0.6504], [0.3440, 0.3907, -0.7902], [-0.5550, 0.9680, -1.5148], [-0.4754, -0.0304, 0.2937], [-1.1390, 1.0409, 0.8130], [0.0247, -1.2454, 0.8359], [-1.0630, -1.3738, 0.0064], [-2.2108, -1.6640, 0.5529], [1.6636, 2.2058, -0.4066], [2.3063, 1.2612, -1.6561], [2.3560, 0.5623, 0.0926], [0.6536, -0.4948, -1.3170], [-2.0965, 1.5889, 0.4047], [-1.2458, 0.8543, 2.0637], [-0.1235, -1.8948, 1.8441], [0.8713, -1.5215, 0.4690], [-1.0816, -1.7038, -1.0408]], "atomic_forces_ev_per_a": [[-1.7, 4.4, -1.4], [5.0, -1.8, -0.8], [-2.0, 3.6, -4.2], [-0.9, 0.1, 0.6], [-4.3, 3.3, 7.1], [-1.1, -3.3, 8.2], [-1.5, 0.1, -5.2], [-2.8, -0.5, 1.7], [0.0, -2.2, 0.4], [-0.9, -1.4, 1.4], [0.5, -0.3, 0.3], [0.0, -0.9, -0.6], [3.6, -3.0, 1.3], [0.0, 1.1, -5.3], [0.2, 2.5, -1.8], [5.4, -1.5, -2.0], [0.5, -0.1, 0.4]], "nbo_charge": [-0.66, 0.24, -0.34, -0.01, -0.85, -0.44, 0.19, -0.33, 0.22, 0.23, 0.22, 0.13, 0.42, 0.37, 0.23, 0.21, 0.16]}


{"formula": "C5H9F2N2", "method": "the ωB97M-V functional and the def2-TZVPD basis", "e_homo_ev": -13.2997, "relative_energy_ev": 2.514, "charge": 1, "max_force_ha_per_bohr": 0.1074, "elements": ["C", "C", "C", "C", "C", "N", "N", "F", "F", "H", "H", "H", "H", "H", "H", "H", "H", "H"], "xyz": [[0.5685, -1.2940, 0.8897], [1.2457, -0.3301, -1.0638], [-0.3014, -0.6860, -1.0164], [-1.2139, -0.3153, -1.9014], [-0.4840, 1.8182, 2.1358], [1.6988, -0.8891, 0.2623], [-0.5380, -1.1892, 0.2219], [-0.3415, 2.0275, 0.8257], [-0.6086, 0.4710, 2.3924], [0.7837, -1.3561, 1.9946], [1.6717, -0.6791, -2.0239], [1.4693, 0.8044, -1.0201], [-2.2420, -0.4434, -1.7933], [-1.0485, 0.1968, -2.8914], [-1.2719, 2.4790, 2.5963], [0.3986, 2.1262, 2.5949], [2.5790, -0.6326, 0.6044], [-1.3900, -1.6095, 0.6201]], "atomic_forces_ev_per_a": [[4.5, 1.5, 2.7], [-0.8, 1.3, 0.0], [1.3, 2.6, -3.0], [1.1, 0.7, -1.7], [-0.8, 1.1, 1.3], [-4.2, -0.7, -3.0], [-0.5, -2.1, 2.4], [-0.4, -0.3, -0.9], [-0.7, 0.6, -0.1], [-1.4, -1.0, -1.2], [0.3, -0.4, 1.0], [-0.8, -1.7, -0.1], [-1.6, -0.6, 0.7], [0.6, -0.7, 1.4], [-0.1, -1.3, -0.8], [1.8, 0.3, 0.8], [1.1, 0.0, 1.2], [0.4, 0.7, -0.6]], "nbo_charge": [0.39, -0.27, 0.12, -0.37, 0.43, -0.52, -0.51, -0.34, -0.37, 0.27, 0.26, 0.24, 0.22, 0.24, 0.16, 0.13, 0.44, 0.47]}


{"formula": "C5H9F2NO2S", "method": "the ωB97M-V functional and the def2-TZVPD basis", "e_homo_ev": -9.2468, "relative_energy_ev": 0.229, "smiles": "N[C@H](CCSC(F)F)C(=O)O", "charge": 0, "max_force_ha_per_bohr": 0.0339, "elements": ["N", "C", "C", "C", "S", "C", "F", "F", "C", "O", "O", "H", "H", "H", "H", "H", "H", "H", "H", "H"], "xyz": [[0.7889, 0.5722, 1.3883], [-0.1060, -0.5966, 1.5013], [-1.2144, -0.7022, 0.3318], [-0.5868, -0.9598, -1.0774], [-0.4816, 0.5305, -2.1395], [1.2520, 0.8864, -1.9052], [2.0413, -0.1990, -2.1916], [1.5959, 1.8831, -2.7405], [-0.8697, -0.5936, 2.8006], [-0.9873, 0.3918, 3.4719], [-1.3732, -1.8028, 3.0975], [0.2149, 1.3407, 1.7077], [1.5695, 0.4601, 2.0126], [0.5342, -1.4732, 1.4481], [-1.7983, 0.2175, 0.2804], [-1.8537, -1.5842, 0.5867], [0.4356, -1.3572, -1.0400], [-1.2136, -1.6600, -1.6332], [1.4211, 1.1271, -0.8657], [-1.8286, -1.6384, 3.9439]], "atomic_forces_ev_per_a": [[-1.3, -0.7, -0.7], [-0.3, 0.3, -1.3], [1.5, -0.8, 0.3], [-0.1, 0.5, 0.4], [-0.4, -0.4, -0.2], [0.1, -0.4, 0.3], [0.0, 0.1, -0.2], [0.1, 0.2, 0.0], [0.8, -0.1, -0.7], [-0.5, 0.0, 0.6], [-0.3, 0.5, 0.7], [0.4, 0.5, 0.2], [0.1, 0.1, 0.3], [-0.2, -0.3, 0.0], [-0.1, -0.1, 0.3], [0.3, 0.9, -0.1], [-0.4, -0.1, 0.1], [0.1, 0.1, 0.1], [0.4, 0.3, 0.2], [-0.1, -0.5, -0.1]], "nbo_charge": [-0.83, -0.15, -0.41, -0.53, 0.16, 0.40, -0.36, -0.33, 0.77, -0.60, -0.67, 0.37, 0.37, 0.21, 0.22, 0.22, 0.24, 0.23, 0.18, 0.50]}


{"formula": "C5H9F5P", "method": "the ωB97M-V functional and the def2-TZVPD basis", "e_homo_ev": [-11.5236, -17.1198], "charge": 1, "spin_multiplicity": 3, "max_force_ha_per_bohr": 0.0992, "elements": ["C", "C", "C", "C", "C", "F", "F", "F", "F", "F", "P", "H", "H", "H", "H", "H", "H", "H", "H", "H"], "xyz": [[-0.7218, 0.5546, -1.3728], [-1.0410, 1.2480, 1.2253], [-1.2654, -1.7590, 0.4470], [2.2687, 0.4390, -0.1654], [1.2686, -0.6564, 0.1765], [3.3485, 0.4718, 0.6232], [1.5656, 1.6040, 0.0681], [2.5432, 0.5272, -1.4608], [1.1115, -1.6884, -1.1222], [1.6574, -1.5057, 1.0765], [-0.5025, -0.1430, 0.1769], [0.1027, 1.3734, -1.4936], [-1.6904, 0.9647, -1.3841], [-0.6628, -0.0760, -2.2417], [-0.8959, 1.3681, 2.3002], [-2.1228, 1.1810, 0.9711], [-0.7477, 2.1133, 0.6253], [-0.8826, -2.0577, 1.3726], [-0.9639, -2.3452, -0.3782], [-2.3694, -1.6137, 0.5562]], "atomic_forces_ev_per_a": [[1.9, 1.6, -1.9], [-0.9, -0.1, -0.9], [-1.8, 2.5, 0.0], [-1.0, 1.6, 1.0], [1.6, 3.6, 3.2], [-0.8, -0.6, -1.1], [0.5, 0.5, 0.3], [0.8, -0.6, 0.1], [-0.4, -3.2, -3.7], [0.1, -1.0, 0.8], [0.5, -0.7, 1.1], [-1.8, -1.3, 0.1], [-1.3, 1.0, -0.1], [0.2, -0.7, -0.1], [0.3, -0.4, -0.3], [0.2, -0.1, 0.6], [0.4, 0.1, 0.5], [0.6, -1.0, 1.4], [0.1, -0.9, -0.7], [0.8, -0.3, -0.3]], "lowdin_spin": [0.01, 0.07, 0.01, 0.08, 0.59, 0.02, 0.03, 0.03, 0.83, 0.15, 0.16, 0.00, 0.00, 0.00, 0.00, 0.01, 0.00, 0.00, 0.00, 0.00]}


{"formula": "C5H9F6N2OP3", "method": "the ωB97M-V functional and the def2-TZVPD basis", "e_homo_ev": -9.6579, "charge": 0, "max_force_ha_per_bohr": 0.1075, "elements": ["N", "P", "C", "N", "C", "C", "C", "C", "P", "O", "H", "H", "H", "H", "H", "H", "H", "H", "H", "F", "P", "F", "F", "F", "F", "F"], "xyz": [[0.7000, -1.3428, -2.7108], [1.3098, 0.0807, -2.2335], [1.8914, -0.2276, -0.4247], [3.2563, 0.1588, -0.0936], [3.7762, -0.0799, 1.2315], [2.9067, -0.7429, 2.3566], [1.4256, -1.1801, 2.0480], [0.9224, -0.8933, 0.5833], [-0.8826, -1.4065, 0.1719], [-0.8015, -2.9127, -0.2327], [1.2456, -1.6979, -3.5102], [2.4439, 0.3387, -3.0751], [0.3501, 1.1503, -2.2942], [3.8214, 0.6032, -0.8393], [4.8574, 0.2078, 1.4365], [3.4081, -0.8824, 3.3785], [0.7768, -1.6901, 2.8394], [-1.3984, -0.6671, -0.9661], [-1.7453, -1.3045, 1.3167], [-5.3953, 1.3369, -0.5845], [-4.0397, 1.7849, 0.1456], [-3.5937, 2.4353, -1.2537], [-4.1337, 0.2023, 0.4202], [-3.8790, 1.9672, 1.7325], [-4.7726, 3.1753, 0.4660], [-2.4500, 1.5865, 0.0918]], "atomic_forces_ev_per_a": [[1.0, 2.1, 0.4], [-1.1, -3.7, -1.3], [-0.1, 0.1, 2.6], [-2.6, -2.0, 3.1], [-2.7, -1.4, 0.8], [-1.1, 0.7, -3.6], [3.2, 2.0, -3.1], [3.3, 1.5, 1.8], [-0.2, -5.0, -2.3], [0.1, 3.6, 1.4], [-0.4, 0.1, 0.6], [-0.1, 0.8, 1.0], [0.9, -0.1, 0.6], [-0.4, -0.4, 0.9], [-1.7, -0.4, -0.4], [-1.0, 0.2, -1.8], [1.0, 0.9, -1.4], [0.6, 0.3, 1.2], [0.8, 0.9, -0.4], [-2.1, 1.1, -0.9], [-1.5, 0.7, -0.1], [-1.1, 0.8, -2.5], [2.0, -2.4, 0.8], [0.9, -1.8, 2.3], [-0.8, 2.3, -1.5], [3.2, -1.0, 1.9]], "lowdin_charge": [-0.30, 0.75, -0.24, 0.03, 0.01, 0.02, 0.04, -0.21, 0.75, -0.50, -0.02, 0.01, 0.03, 0.15, 0.13, 0.11, 0.13, 0.03, 0.05, -0.17, 0.17, -0.19, -0.20, -0.19, -0.18, -0.23]}


{"formula": "C5H9FN2", "method": "the ωB97M-V functional and the def2-TZVPD basis", "e_homo_ev": -8.8578, "relative_energy_ev": 4.383, "smiles": "C=NN1C[C@@]1(C)CF", "charge": 0, "max_force_ha_per_bohr": 0.1250, "elements": ["C", "N", "N", "C", "C", "C", "C", "F", "H", "H", "H", "H", "H", "H", "H", "H", "H"], "xyz": [[-2.8040, -0.6528, -0.4683], [-1.8846, 0.1989, 0.0289], [-0.6477, -0.4482, 0.1332], [0.0795, -0.1281, 1.2490], [0.5694, 0.5074, 0.1063], [0.4224, 1.9659, -0.2791], [1.9198, -0.0937, -0.3410], [1.8746, -1.4727, -0.2835], [-3.6662, -0.1127, -0.6855], [-2.7818, -1.6668, -0.8950], [-0.5443, 0.5092, 1.9159], [0.4730, -0.9165, 1.8329], [1.3581, 2.7689, -0.2531], [-0.2248, 2.3778, 0.5268], [0.0740, 1.9976, -1.3477], [2.8330, 0.2766, 0.2016], [2.2102, 0.1733, -1.4803]], "atomic_forces_ev_per_a": [[3.2, 3.0, 0.8], [-2.7, -3.3, -1.7], [0.7, -1.1, -3.4], [-2.3, 1.8, 5.7], [3.0, 0.2, -1.9], [0.9, 1.9, 0.5], [0.6, 0.5, -3.5], [0.3, 0.0, 0.3], [-1.9, 0.6, 0.0], [1.0, 0.3, 0.7], [0.6, -0.1, -0.1], [1.0, -0.8, 0.1], [-1.7, -2.8, 0.1], [-0.3, 0.2, -1.3], [-0.2, 0.3, 1.3], [-1.2, -0.2, 0.2], [-1.0, -0.5, 2.3]], "nbo_charge": [-0.07, -0.26, -0.29, -0.26, 0.02, -0.64, 0.07, -0.36, 0.17, 0.19, 0.19, 0.21, 0.23, 0.24, 0.23, 0.18, 0.15]}


{"formula": "C5H9FN2", "method": "the ωB97M-V functional and the def2-TZVPD basis", "e_homo_ev": -8.3514, "relative_energy_ev": 3.412, "smiles": "CC1=NN(C)C[C@H]1F", "charge": 0, "max_force_ha_per_bohr": 0.0983, "elements": ["C", "C", "N", "N", "C", "C", "C", "F", "H", "H", "H", "H", "H", "H", "H", "H", "H"], "xyz": [[1.9392, 1.5790, -0.0047], [0.9144, 0.4796, 0.1024], [-0.2545, 1.0250, -0.0857], [-1.0868, -0.0537, 0.3386], [-2.4990, 0.0280, -0.0796], [-0.4107, -1.3551, -0.0169], [1.0642, -0.9462, 0.3885], [2.0285, -1.5989, -0.2932], [2.6348, 1.1040, -0.7449], [2.5530, 1.9052, 0.8218], [1.3106, 2.4094, -0.3778], [-2.4785, 1.2518, -0.2597], [-2.5298, -0.2990, -1.1967], [-3.4112, -0.5254, 0.5105], [-0.7378, -2.2875, 0.5698], [-0.4577, -1.4940, -1.1575], [1.4213, -1.2223, 1.4851]], "atomic_forces_ev_per_a": [[0.7, -1.4, -1.9], [0.7, 5.0, -0.2], [0.2, -4.3, 1.8], [-2.3, -2.4, 0.2], [0.1, 2.5, -2.7], [0.9, 0.1, 0.8], [-1.5, -1.4, 2.5], [0.9, -0.3, -1.6], [0.0, 1.3, 0.1], [-0.2, -0.3, 0.7], [1.1, -0.2, -0.1], [-1.4, -3.0, 1.0], [-0.4, 0.1, 1.6], [2.8, 1.7, -1.0], [0.0, 1.6, -1.0], [0.1, -0.1, 1.5], [-1.6, 1.1, -1.6]], "nbo_charge": [-0.65, 0.18, -0.21, -0.33, -0.45, -0.27, 0.15, -0.35, 0.22, 0.23, 0.24, 0.24, 0.17, 0.23, 0.23, 0.20, 0.19]}